Molecular formula: C3H6FNO2
Method: DFT, ωB97M-V/def2-TZVPD

CARTESIAN COORDINATES (ANGSTROEM)
F: 0.967 -0.344 -1.952
O: 0.859 -0.733 1.030
O: -1.016 -1.359 -0.392
N: 1.734 0.113 0.248
C: 0.757 0.353 -0.779
C: -1.255 0.650 0.818
C: -0.340 -0.302 0.093
H: 2.534 -0.446 -0.049
H: -1.958 1.064 0.101
H: -0.449 -1.935 -0.925
H: 0.646 1.408 -1.051
H: -1.800 0.090 1.572
H: -0.679 1.441 1.287

Force components x, y, z for each atom (eV/Å):
0.05 -0.30 -0.15
-1.74 0.11 -1.01
-0.26 -0.29 -0.20
0.17 0.39 -0.04
0.11 0.25 0.16
0.21 -0.49 -0.19
1.85 0.05 1.41
-0.25 0.02 -0.14
-0.12 0.11 -0.04
0.07 0.26 0.09
-0.06 -0.20 -0.01
-0.07 0.03 0.11
0.04 0.06 0.02

Computed properties:
- lowest unoccupied orbital energy (eV) = 0.878
- spin multiplicity = 1
- structure (SMILES) = C[C@]1(O)ON[C@H]1F